(1)
Entry from the Open Molecules 2025 dataset: C30H45BClGeN13O3RuSe as an isolated structure at a distorted geometry (ωB97M-V/def2-TZVPD).

Values from the calculation:
Gap between HOMO and LUMO (alpha / beta)   3.364 / 3.366 eV
Energy above the lowest of the compared OMol25 structures with the same formula, charge and spin   44.5 kcal/mol
Multiplicity   1
Highest occupied orbital energy (alpha / beta)   -11.298 / -11.299 eV
Total energy   -7165.6055 hartree
LUMO level (alpha / beta)   -7.93 / -7.93 eV
Maximum force   3.08 eV/Å
Net charge   +2

Element x y z (Å)
Ru (0.6062, 0.6683, 0.2213)
C (-3.1360, 2.6887, 0.3637)
C (-2.2118, 1.8832, -0.2903)
N (-1.0599, 1.8945, 0.3818)
N (-1.2213, 2.6694, 1.4774)
C (-2.4626, 3.1733, 1.4767)
B (-0.0857, 2.8556, 2.5260)
N (0.2753, 1.4635, 3.1073)
C (0.4890, 1.0564, 4.3782)
C (0.8084, -0.2864, 4.3546)
C (0.7786, -0.6349, 3.0061)
N (0.4629, 0.4285, 2.2671)
N (1.1382, 3.3377, 1.7230)
C (2.0548, 4.2730, 1.9939)
C (2.9739, 4.3007, 0.9560)
C (2.5357, 3.3237, 0.0681)
N (1.4171, 2.7477, 0.5321)
N (-0.5251, 3.8574, 3.5585)
C (-0.7544, 5.1880, 3.2967)
C (-1.3858, 5.7224, 4.3783)
C (-1.5190, 4.6361, 5.2801)
N (-1.0129, 3.5221, 4.7843)
H (-4.1573, 2.8880, 0.0773)
H (-2.3327, 1.2914, -1.1845)
H (-2.7921, 3.8592, 2.2458)
H (0.3592, 1.7385, 5.2005)
H (1.0324, -0.9222, 5.1969)
H (0.9547, -1.5962, 2.5486)
H (1.9971, 4.8693, 2.8944)
H (3.8374, 4.9423, 0.8542)
H (2.9444, 3.0337, -0.8913)
H (-0.4510, 5.6375, 2.3586)
H (-1.7183, 6.7433, 4.5145)
H (-1.9675, 4.6358, 6.2652)
C (5.5204, 1.1527, 0.4864)
N (5.0491, -0.2312, 0.4789)
C (6.0537, -1.2876, 0.6596)
C (3.7379, -0.4637, 0.3275)
N (2.8318, 0.4611, 0.4116)
N (3.3782, -1.7632, 0.0709)
C (2.0818, -2.2165, 0.0537)
N (1.9248, -3.5432, 0.1953)
N (1.0898, -1.4229, -0.1127)
H (6.5968, 1.1563, 0.3532)
H (5.2849, 1.6582, 1.4271)
H (5.0840, 1.7107, -0.3439)
H (6.5139, -1.5780, -0.2877)
H (5.6314, -2.1645, 1.1474)
H (6.8335, -0.9153, 1.3165)
H (3.2029, 1.3511, 0.6950)
H (4.1064, -2.4355, -0.0722)
H (2.6987, -4.1747, 0.2918)
H (0.9901, -3.9243, 0.2222)
H (0.1927, -1.9295, -0.0530)
C (1.7423, 0.9054, -5.5530)
Ge (0.6438, -0.6268, -5.0458)
C (1.7117, -2.2479, -4.8824)
C (-0.8908, -0.8475, -6.2186)
C (-0.1167, -0.3345, -3.2093)
Se (0.8621, 0.9626, -2.1541)
C (0.0478, 2.5827, -2.8279)
H (2.4736, 0.5913, -6.3012)
H (2.2822, 1.3067, -4.6942)
H (1.1354, 1.6991, -5.9965)
H (2.3093, -2.4056, -5.7827)
H (1.0597, -3.1150, -4.7483)
H (2.3874, -2.1794, -4.0235)
H (-0.5509, -0.9898, -7.2478)
H (-1.5322, 0.0365, -6.1882)
H (-1.4765, -1.7225, -5.9279)
H (-0.0638, -1.2664, -2.6446)
H (-1.1594, -0.0147, -3.2558)
H (0.1849, 2.6025, -3.9018)
H (0.5502, 3.4279, -2.3679)
H (-1.0058, 2.6048, -2.5768)
C (-3.5049, -5.9131, 1.0189)
C (-4.4160, -4.9129, 0.3714)
C (-5.3270, -5.2683, -0.5933)
C (-6.1205, -4.3029, -1.2147)
Cl (-7.2043, -4.7640, -2.4424)
C (-6.0248, -2.9465, -0.8567)
C (-5.1236, -2.5635, 0.0957)
C (-4.3093, -3.5312, 0.7151)
O (-3.4198, -3.2536, 1.6488)
C (-2.8306, -1.9640, 1.7711)
C (-1.6387, -1.8278, 0.7929)
O (-0.9608, -2.8519, 0.5648)
O (-1.4812, -0.6315, 0.3560)
H (-3.4910, -6.8478, 0.4602)
H (-3.8362, -6.1248, 2.0413)
H (-2.4926, -5.5125, 1.0893)
H (-5.4206, -6.3064, -0.8885)
H (-6.6704, -2.2159, -1.3278)
H (-5.0707, -1.5223, 0.3878)
H (-2.4149, -1.9006, 2.7726)
H (-3.5107, -1.1370, 1.5970)

Force components x, y, z for each atom (eV/Å):
-0.2 -0.5 1.1
0.1 0.0 0.0
-0.2 0.1 -0.2
0.6 -0.5 0.0
0.1 -0.1 0.0
-0.1 -0.1 -0.1
-0.5 -0.3 0.6
-0.1 0.3 0.5
-0.1 0.0 -0.2
0.0 0.0 -0.1
0.1 -0.1 0.1
0.3 -0.3 0.2
0.2 0.1 -0.3
0.0 -0.1 0.0
0.1 -0.1 -0.2
0.0 0.2 -0.3
-0.2 -1.1 0.3
0.3 0.3 -0.4
0.2 -0.3 -0.1
-0.2 0.1 0.3
0.0 0.0 -0.1
-0.1 0.2 -0.1
0.2 0.0 0.0
0.0 0.0 0.1
0.1 -0.2 0.0
0.0 0.0 -0.1
-0.1 0.1 -0.1
0.0 0.1 0.0
-0.1 -0.1 -0.1
-0.2 0.0 0.0
0.0 0.0 0.1
-0.1 -0.1 0.1
0.1 -0.2 0.0
0.1 0.0 -0.1
-0.1 0.0 0.0
0.1 0.2 0.0
-0.1 0.0 -0.1
0.1 -0.6 -0.2
-1.5 0.6 -0.1
0.1 0.0 0.2
0.5 -0.3 0.1
-0.1 0.2 -0.2
-0.7 1.9 0.1
0.0 0.0 0.0
0.0 0.0 0.0
0.0 -0.1 0.0
-0.1 0.0 0.0
0.0 0.1 0.1
0.0 0.1 0.0
0.1 0.1 0.1
0.2 -0.1 0.0
0.1 0.0 0.0
-0.1 0.0 0.0
0.0 -0.3 0.0
0.0 0.0 -0.1
-0.1 0.0 0.0
0.0 0.0 0.0
0.0 0.0 -0.1
-0.2 0.1 0.1
0.7 -0.1 -1.3
-0.2 0.0 0.4
-0.1 0.0 0.1
0.1 0.0 -0.1
0.1 -0.1 0.0
0.0 0.0 0.1
0.1 0.1 0.0
0.0 0.0 -0.1
-0.1 0.0 0.1
0.0 -0.1 0.0
0.0 0.1 0.0
-0.1 0.0 0.0
0.0 0.0 0.1
0.1 -0.1 -0.1
0.0 0.0 0.0
-0.1 0.0 0.0
-0.1 0.1 0.2
0.5 1.3 0.3
-0.5 0.3 -0.4
0.6 0.8 0.7
-0.6 -0.2 -0.6
-0.6 -1.1 -0.8
1.0 -0.4 0.9
-1.7 -0.7 -2.0
1.9 1.1 2.1
-0.2 -0.7 -0.9
-0.6 -1.2 0.7
-0.2 1.2 -0.2
1.6 0.8 -0.2
0.0 0.0 0.0
0.1 0.0 -0.1
0.0 -0.1 0.0
0.0 0.0 0.0
0.0 -0.1 0.0
0.0 0.0 0.0
0.0 0.0 0.2
-0.2 0.0 0.1

For each atom in turn, the Mulliken charge in e is: -1.019, -1.762, -0.899, 1.167, 0.313, 0.073, 0.285, -0.483, 0.111, -1.848, -0.411, 1.636, 0.089, 0.045, -1.663, -0.303, 0.668, 0.594, -0.412, -0.876, -0.327, -1.033, 0.492, 0.739, 0.443, 0.624, 0.493, 0.505, 0.641, 0.497, 0.534, 0.519, 0.445, 0.482, -1.033, 0.156, -1.231, 0.487, 0.532, -0.109, -0.029, -0.307, 0.910, 0.457, 0.308, 0.338, 0.335, 0.452, 0.433, -0.607, 0.288, 0.171, 0.169, 0.110, -1.273, 0.703, -1.147, -1.206, -1.191, 0.842, -1.197, 0.433, 0.362, 0.348, 0.405, 0.367, 0.296, 0.401, 0.378, 0.369, 0.354, 0.472, 0.379, 0.391, 0.389, -1.260, 0.903, -0.728, 0.235, -0.209, -0.866, -0.412, 0.717, -0.392, -0.824, 0.809, -0.834, -0.641, 0.418, 0.298, 0.136, 0.397, 0.409, 0.338, 0.213, 0.224

***

(2)
Entry from the Open Molecules 2025 dataset: C10H25N3O8SZn as an isolated structure at a distorted geometry (ωB97M-V/def2-TZVPD).

Values from the calculation:
Gap between HOMO and LUMO   7.724 eV
Energy above the lowest of the compared OMol25 structures with the same formula, charge and spin   18.7 kcal/mol
Multiplicity   1
Highest occupied orbital energy   -7.702 eV
Total energy   -3339.7495 hartree
LUMO level   0.02 eV
Maximum force   5.54 eV/Å

Element x y z (Å)
Zn (-28.7301, 1.6374, -13.9843)
S (-27.9344, 2.9469, -15.9448)
O (-28.7019, 3.3522, -14.7897)
O (-26.6157, 3.5488, -15.8845)
O (-27.8686, 1.5365, -15.7000)
O (-28.6296, 3.1794, -17.2086)
O (-28.7397, -0.4040, -13.8150)
C (-28.4936, -1.5941, -13.8624)
N (-27.6898, -2.1187, -12.9691)
C (-29.1690, -2.4363, -14.9275)
H (-27.2936, -1.5077, -12.2692)
H (-27.5168, -3.1121, -12.9123)
H (-28.3746, -2.6162, -15.6518)
H (-29.8247, -1.8458, -15.5674)
H (-29.7217, -3.3201, -14.6091)
O (-26.8728, 1.6338, -13.1436)
C (-25.7650, 2.1006, -12.9361)
N (-25.2951, 2.9832, -13.7050)
C (-24.8688, 1.5931, -11.8287)
H (-24.3926, 3.3907, -13.5063)
H (-25.8245, 3.3343, -14.4903)
H (-24.6734, 2.3794, -11.0996)
H (-23.9729, 1.2194, -12.3246)
H (-25.2995, 0.7501, -11.2884)
C (-27.1742, 1.8958, -9.0251)
O (-28.0347, 2.2200, -10.0375)
C (-28.8476, 1.0822, -10.2558)
C (-30.1101, 1.5497, -11.0288)
N (-29.8343, 2.2270, -12.2380)
C (-31.1441, 2.4624, -12.9289)
C (-31.4164, 1.2011, -13.7552)
O (-30.5355, 1.2084, -14.7906)
C (-31.0537, 1.0330, -16.1209)
H (-26.3885, 2.6505, -8.9911)
H (-26.6476, 0.9642, -9.2326)
H (-27.7133, 1.7662, -8.0867)
H (-29.2029, 0.6516, -9.3196)
H (-28.2682, 0.3338, -10.7963)
H (-30.7136, 2.1534, -10.3510)
H (-30.7059, 0.6579, -11.2230)
H (-29.7556, 3.1848, -11.9273)
H (-31.1394, 3.4115, -13.4649)
H (-31.9382, 2.6514, -12.2065)
H (-32.4558, 1.1028, -14.0685)
H (-31.1504, 0.2951, -13.2108)
H (-30.2457, 1.3225, -16.7928)
H (-31.9790, 1.5564, -16.3618)
H (-31.1697, -0.0460, -16.2234)

Force components x, y, z for each atom (eV/Å):
0.8 -0.9 1.8
0.4 2.2 -4.8
-2.5 3.9 2.8
1.0 0.8 -0.3
1.4 -5.2 -1.1
0.2 0.4 0.5
-0.2 0.2 0.3
-2.0 0.6 -0.9
1.1 -1.6 1.1
0.6 0.3 -0.7
0.0 0.0 -0.2
0.0 0.3 -0.1
0.2 -0.9 0.1
-0.2 0.4 0.7
0.5 -0.1 0.1
-1.4 -1.4 1.2
-0.4 -1.9 1.8
3.0 2.9 -0.7
-0.2 -0.4 0.0
-0.1 -0.1 -0.1
-0.7 0.3 -1.2
0.3 0.0 -0.2
0.3 0.2 0.3
-0.3 0.1 -0.2
1.5 0.1 0.6
-1.2 -0.4 -0.6
-1.2 1.1 -1.1
0.7 -2.3 2.0
-1.5 2.2 -0.9
-0.9 -0.9 0.2
-1.1 0.4 0.9
-0.7 0.6 -2.5
1.2 -0.8 0.0
-0.2 0.2 0.4
0.1 -0.4 0.0
0.2 0.2 0.4
0.1 0.0 0.3
0.0 -0.1 -0.2
0.0 0.2 0.1
0.0 -0.2 -0.1
1.8 0.4 -0.2
0.5 -0.5 -0.7
-0.1 -0.4 0.5
-0.1 0.2 -0.1
-0.4 0.0 0.7
-0.1 0.3 0.0
0.1 0.2 0.5
-0.5 -0.1 -0.3

For each atom in turn, the natural (NBO) charge in e is: 1.733, 2.642, -1.191, -1.051, -1.177, -1.033, -0.714, 0.711, -0.786, -0.727, 0.415, 0.401, 0.251, 0.251, 0.232, -0.770, 0.692, -0.756, -0.702, 0.378, 0.457, 0.228, 0.230, 0.215, -0.240, -0.532, -0.063, -0.235, -0.687, -0.265, -0.080, -0.607, -0.256, 0.193, 0.153, 0.165, 0.170, 0.171, 0.185, 0.193, 0.399, 0.247, 0.183, 0.192, 0.179, 0.264, 0.186, 0.158

***

(3)
Entry from the Open Molecules 2025 dataset: a 2-piece molecular cluster, C8H7N2O3 overall at a distorted geometry (ωB97M-V/def2-TZVPD).

Values from the calculation:
Gap between HOMO and LUMO   5.250 eV
Energy above the lowest of the compared OMol25 structures with the same formula, charge and spin   20.6 kcal/mol
Multiplicity   1
Highest occupied orbital energy   -3.252 eV
Total energy   -644.3268 hartree
LUMO level   2.00 eV
Maximum force   3.15 eV/Å
Net charge   -1

Element x y z (Å)
C (1.4564, 1.2851, 0.6560)
C (2.4679, 1.1591, -0.1872)
C (3.5755, 0.5448, 0.5420)
O (4.6530, 0.3172, 0.0430)
O (3.1741, 0.3091, 1.8243)
C (1.8964, 0.7698, 1.9507)
O (1.2084, 0.7973, 2.9453)
H (0.4726, 1.6690, 0.4426)
H (2.4933, 1.4502, -1.2242)
C (-2.6451, 0.9708, -0.5125)
C (-2.0682, -0.3881, -0.6308)
N (-2.6899, -1.3877, -1.2696)
C (-1.8697, -2.4641, -1.1138)
C (-0.7783, -2.0777, -0.3891)
N (-0.8992, -0.7528, -0.0865)
H (-2.0105, 1.6076, 0.1020)
H (-2.7566, 1.4303, -1.4939)
H (-3.6281, 0.9209, -0.0465)
H (-2.0875, -3.4530, -1.4920)
H (0.0356, -2.7080, -0.0596)

Force components x, y, z for each atom (eV/Å):
-0.2 0.2 -1.1
-0.7 0.4 0.0
1.1 0.3 -2.3
-0.6 -0.3 1.6
1.0 -0.6 1.0
-2.8 0.7 1.2
1.9 -0.5 -0.6
-0.1 -0.2 0.3
0.2 -0.2 0.0
-0.1 0.2 0.0
0.5 -1.3 -0.2
-0.8 0.1 -0.4
-0.2 0.1 -0.1
0.3 0.0 0.2
0.7 0.6 0.6
0.1 0.0 0.0
-0.1 0.2 -0.1
-0.1 0.1 0.0
-0.2 0.0 -0.1
0.2 0.2 0.1

For each atom in turn, the natural (NBO) charge in e is: -0.196, -0.291, 0.751, -0.537, -0.490, 0.742, -0.501, 0.264, 0.237, -0.625, 0.240, -0.574, -0.161, -0.175, -0.597, 0.192, 0.195, 0.202, 0.163, 0.163